C14H54O20 | wB97M-V/def2-TZVPD

Computed properties:
orbital gap = 9.5 eV
relative energy (zero: lowest compared OMol25 entry of this formula, charge and spin) = 61.4 kcal per mole
net charge = 0
max |F| = 4.07 eV/Å

```
88
Properties=species:S:1:pos:R:3:forces:R:3
O -7.7850 17.1960 -1.0500 0.050 1.642 1.255
H -7.4640 16.5680 -0.4220 0.220 -0.764 0.611
H -7.8420 16.7710 -1.8730 -0.559 -1.102 -1.939
O -5.5840 18.6700 -1.8420 -0.800 1.936 0.045
H -4.8330 18.1660 -2.0710 2.325 -0.741 -0.621
H -6.1960 18.0020 -1.5970 -1.612 -0.865 0.589
O -9.5580 17.0810 -3.8650 1.994 -2.468 -0.633
H -9.9930 17.9090 -3.8550 -0.866 1.767 -0.243
H -8.9670 17.0030 -4.6510 -0.984 0.396 0.930
O -5.5850 16.9400 -5.0810 -0.390 0.479 -0.115
H -5.8820 17.8700 -4.9750 0.096 -0.057 0.245
H -6.1360 16.6460 -5.8140 0.225 -0.290 -0.079
O -11.0110 19.3690 -3.5390 0.211 0.757 0.610
H -10.5010 20.0980 -3.1110 -0.414 -0.540 -0.401
H -11.7780 19.2100 -2.9690 0.278 0.065 -0.198
O -3.5300 17.3600 -3.0300 0.090 1.142 -0.438
H -3.6720 16.4410 -2.9080 -0.008 -1.508 0.386
H -3.9210 17.4800 -3.9080 0.079 0.086 -0.122
C -5.9700 21.2680 -7.5120 0.423 -1.048 -1.137
C -6.2300 19.7600 -7.8000 -1.348 0.863 -0.468
O -7.6040 19.4150 -8.0480 2.588 -2.236 -1.739
O -4.5720 21.3760 -7.4670 1.765 0.507 -0.095
H -6.3160 21.6660 -6.5660 -0.611 -0.350 0.202
H -6.3100 21.8910 -8.3300 -0.629 0.116 -0.160
H -5.8910 19.2040 -6.9740 0.598 -0.626 1.289
H -5.6810 19.3870 -8.6630 0.159 0.516 -0.139
H -8.1380 20.0120 -7.6380 -2.498 2.606 1.884
H -4.1990 21.7990 -8.2550 -0.484 -0.271 0.130
C -7.6640 19.9160 -4.2000 0.077 -1.599 2.243
C -7.6550 21.1970 -3.4190 0.942 0.392 1.291
O -8.9190 21.5870 -2.9350 -0.752 -0.229 -0.536
O -6.3220 19.5690 -4.3190 1.034 -0.272 -2.754
H -8.1200 19.8640 -5.1860 -0.070 0.439 -0.056
H -8.1190 19.1270 -3.5600 -0.388 0.465 -0.447
H -7.1820 21.9470 -4.0210 -0.029 0.933 -0.629
H -6.9460 21.1440 -2.5330 -0.682 -0.578 -1.077
H -8.8200 21.7300 -1.9990 -0.038 0.207 0.706
H -5.9090 19.4340 -3.4740 0.144 -0.060 1.442
C -6.9180 19.7930 1.3140 0.316 0.534 1.040
C -7.9080 20.3450 0.3180 -0.341 -1.523 2.893
O -7.5060 21.6040 0.0750 1.396 3.035 -2.277
O -5.6430 19.8730 0.6680 -0.083 0.081 1.803
H -7.2150 18.7870 1.6730 0.478 0.240 -0.248
H -6.8600 20.5070 2.2010 -0.140 -1.033 -0.969
H -8.8880 20.3770 0.7700 -0.524 -0.043 -0.016
H -7.8980 19.6790 -0.4930 -0.270 -0.836 -1.699
H -6.5540 21.5390 -0.2070 -1.092 0.368 0.634
H -5.7650 19.7180 -0.2580 0.296 -0.817 -1.214
C -3.2380 21.0860 -3.4640 -0.655 1.358 -0.541
C -3.4680 22.0040 -4.6950 0.128 2.859 1.253
O -2.4740 21.9920 -5.6540 0.452 -1.617 -3.593
O -4.2530 21.2650 -2.4890 -0.595 -2.514 -0.631
H -2.2970 21.3290 -3.0160 0.876 0.053 0.090
H -3.2520 20.0310 -3.6900 0.022 -0.257 -0.390
H -3.2930 23.1310 -4.5250 -1.612 -1.283 1.841
H -4.4360 21.9130 -5.1780 -0.341 -0.450 0.482
H -3.0220 22.0500 -6.4990 1.458 -0.435 1.377
H -4.3310 22.1240 -2.1650 0.284 2.350 0.500
C -3.8920 25.6290 -6.3680 -0.163 0.236 -0.339
C -5.3470 25.0400 -6.4700 1.370 -0.946 0.407
O -5.8550 24.6030 -5.2310 0.157 0.180 1.423
O -3.2520 25.5360 -7.6390 -1.088 -0.017 -1.014
H -3.2390 25.0560 -5.7200 -0.620 -0.341 0.812
H -3.8430 26.6830 -6.0460 -0.457 -0.320 0.095
H -5.3160 24.1210 -7.0250 0.703 -0.282 -1.098
H -6.1470 25.5930 -6.8940 0.000 1.486 -0.933
H -6.6460 24.1220 -5.4980 -0.219 -0.144 0.224
H -2.3030 25.5040 -7.5660 0.300 0.027 0.379
C -7.2440 25.6620 -1.0410 -1.296 1.764 1.530
C -7.7500 24.6590 -2.1150 1.227 0.357 0.897
O -9.0360 25.1810 -2.4910 0.620 -0.627 -1.052
O -5.9380 25.5490 -0.5440 0.193 -0.733 -0.198
H -7.8440 25.6370 -0.0410 0.362 -0.240 -1.993
H -7.3730 26.7360 -1.4370 -0.109 -1.538 0.212
H -7.7960 23.6430 -1.7100 -0.388 0.145 0.316
H -6.9370 24.5070 -2.9370 -1.927 1.060 0.627
H -9.6170 25.2550 -1.7220 0.467 -0.210 -0.002
H -5.3970 25.5390 -1.3240 0.923 0.051 -0.416
C -9.9170 23.1930 -5.4090 -0.900 0.107 1.395
C -9.2840 24.1580 -6.4070 0.136 -0.906 1.452
O -8.0600 23.5360 -6.8000 0.463 1.647 0.151
O -9.8050 21.8190 -5.8710 0.131 0.904 0.279
H -11.0260 23.4240 -5.3460 1.190 -0.131 0.268
H -9.4300 23.3000 -4.3790 -0.816 -0.134 -1.450
H -9.1940 25.1850 -5.9950 0.630 -0.759 0.047
H -9.9610 24.2710 -7.1990 -0.708 0.004 -1.680
H -8.2660 22.9550 -7.5220 -0.081 -0.475 -0.325
H -9.4220 21.3380 -5.1290 -0.288 0.052 -0.181
```
Positions in Å, forces in eV/Å.